Entry 1:
Here is a cluster of 2 separate species, C2H6N2O4 in total in a non-equilibrium geometry from the OMol25 dataset. Energies are from the ωB97M-V functional and the def2-TZVPD basis.

Structure (XYZ):
```
14
Properties=species:S:1:pos:R:3:forces:R:3:mulliken_charge:R:1
C -1.0810 1.1409 -0.0785 -4.93 -1.74 -0.99 -0.68
C 0.6557 -0.3440 -0.4196 -2.13 -2.53 2.00 0.52
N 0.8867 -1.6699 -0.6614 -0.87 3.02 -0.76 -0.39
N 1.8064 0.5256 -0.3232 1.33 2.54 -1.06 1.11
O 2.8606 0.0901 0.0670 -0.09 -0.65 0.08 -0.58
O 1.6402 1.6773 -0.7405 -0.03 -1.36 0.58 -0.58
O 0.5478 -0.0832 1.7000 -0.87 0.41 -2.60 -0.68
O -0.4768 0.1392 -0.9309 1.23 -0.73 1.11 -0.32
H -1.7012 0.6364 0.7485 1.14 0.64 -1.37 0.26
H -1.7649 1.7531 -0.7278 0.79 -0.72 0.51 0.23
H -0.3564 1.7000 0.3039 2.68 2.45 1.79 0.43
H 0.1504 -2.3140 -0.7355 -1.44 -0.22 -0.14 0.23
H 1.6961 -2.0849 -0.3650 2.60 -0.62 0.88 0.21
H 1.1948 -0.6939 2.0381 0.59 -0.50 -0.03 0.24
```
Forces are in eV/Å.

## Properties
- E_HOMO (spin up / spin down): -9.74 / -9.74 eV
- Kohn-Sham gap (spin up / spin down): 8.6974 / 8.6944 eV
- DFT total energy: -13335.731 eV
- E_LUMO (spin up / spin down): -1.044 / -1.044 eV

=====

Entry 2:
Here is a structure of composition C2H6N2OS in a non-equilibrium geometry from the OMol25 dataset. Energies are from the ωB97M-V functional and the def2-TZVPD basis.

Structure (XYZ):
```
12
Properties=species:S:1:pos:R:3:forces:R:3:mulliken_charge:R:1
C 1.0478 0.5971 0.3929 -0.68 0.45 -1.58 -0.58
C -0.4020 -0.1269 -0.0917 2.81 1.46 0.49 0.86
H 1.4850 -1.7174 0.3023 1.57 5.37 -1.42 0.34
H 2.4033 -0.1237 -1.1894 -1.69 -2.30 4.91 0.26
H 1.3996 1.6512 -0.2589 -1.40 -3.16 1.99 0.25
H 0.9501 0.8807 1.5099 0.15 -0.58 -1.68 0.26
H -1.4257 1.6661 -0.2031 0.21 0.50 0.54 0.32
H -2.6383 -1.4951 -0.2176 -0.24 1.57 0.36 0.20
N 2.0080 -0.4764 0.1274 1.48 -0.98 -3.02 -0.65
N -1.4228 0.7070 -0.4723 -2.43 -3.92 1.00 -0.50
O -0.3567 -1.3455 -0.1127 -1.60 1.25 -0.08 -0.62
S -3.0483 -0.2172 0.2132 1.82 0.34 -1.51 -0.14
```
Forces are in eV/Å.

## Properties
- E_HOMO: -8.77 eV
- Kohn-Sham gap: 8.4206 eV
- DFT total energy: -18028.775 eV
- E_LUMO: -0.347 eV

=====

Entry 3:
Here is an isolated molecule of C2H6N2OS in a non-equilibrium geometry from the OMol25 dataset. Energies are from the ωB97M-V functional and the def2-TZVPD basis.

Structure (XYZ):
```
12
Properties=species:S:1:pos:R:3:forces:R:3:mulliken_charge:R:1
C 3.1901 -0.3882 0.0231 -0.85 1.46 0.06 -0.53
O 1.7615 -0.4369 0.0521 -0.04 -0.57 -0.37 -0.19
N 1.2338 0.8853 0.0479 -0.26 -1.46 -0.21 -0.51
C -0.0362 0.8009 -0.0844 -0.93 2.83 0.47 0.13
N -0.9276 -0.2115 -0.2097 0.72 -2.35 0.18 -0.29
S -2.6241 -0.2067 -0.0071 0.76 0.43 -0.90 -0.14
H 3.6210 -1.3387 -0.2511 -0.24 -0.32 0.04 0.23
H 3.4875 -0.0433 1.0012 0.62 -0.15 0.39 0.26
H 3.4675 0.3908 -0.6871 0.27 -0.17 -0.17 0.26
H -0.5389 1.7686 -0.0505 0.23 0.04 -0.11 0.33
H -0.4812 -1.1243 -0.1174 -0.39 0.22 -0.10 0.32
H -2.7291 -0.0431 1.3010 0.11 0.03 0.71 0.13
```
Forces are in eV/Å.

## Properties
- E_HOMO: -8.75 eV
- Kohn-Sham gap: 9.4578 eV
- DFT total energy: -18031.610 eV
- SMILES: CO/N=C\NS
- E_LUMO: 0.709 eV

=====

Entry 4:
Here is the ion C2H6N2P with charge +1 in a non-equilibrium geometry from the OMol25 dataset. Energies are from the ωB97M-V functional and the def2-TZVPD basis.

Structure (XYZ):
```
11
Properties=species:S:1:pos:R:3:forces:R:3:mulliken_charge:R:1
C -1.0526 -0.2577 -0.3530 0.15 3.06 0.67 0.04
N -1.0486 0.9182 0.2711 -2.89 1.73 -1.17 -0.33
P 0.5970 1.3474 0.8855 -0.40 -1.52 -0.12 0.10
C 1.2893 -0.2105 -0.1711 -2.60 1.95 2.04 -0.62
N 0.0431 -0.8921 -0.5084 1.67 -3.26 -1.41 -0.15
H -1.8763 -0.5248 -0.8915 -2.46 -1.23 -0.86 0.42
H -2.0025 1.6042 0.1054 3.90 -2.56 0.83 0.38
H 0.3301 0.5317 2.0646 0.53 0.51 -0.55 0.12
H 1.8129 -0.7455 0.5432 1.29 -1.22 1.15 0.36
H 1.8884 0.0945 -0.9700 0.62 0.26 -1.52 0.37
H 0.0191 -1.8653 -0.9758 0.20 2.27 0.95 0.31
```
Forces are in eV/Å.

## Properties
- E_HOMO: -14.64 eV
- Kohn-Sham gap: 10.8369 eV
- DFT total energy: -14432.575 eV
- SMILES: C1=[NH+]PCN1
- E_LUMO: -3.800 eV
- Total charge: +1